#a
Here is one molecule with the formula C6H11NO2 from the OMol25 dataset. Energies are from the ωB97M-V functional and the def2-TZVPD basis.

Last column: natural (NBO) charge in e.
CARTESIAN COORDINATES (ANGSTROEM)
C1 0.029 -1.286 0.207  0.318
C2 -1.343 -1.279 0.760  -0.692
C3 0.133 1.728 1.611  -0.679
C4 -0.023 0.489 -1.150  0.712
N1 0.636 0.424 -2.364  -0.844
C5 0.916 -0.169 0.038  -0.386
C6 1.117 1.085 0.714  -0.163
O1 0.427 -2.408 -0.482  -0.687
O2 -1.129 0.975 -1.015  -0.637
H1 -0.351 -2.899 -0.781  0.477
H2 0.040 0.605 -3.158  0.394
H3 1.332 -0.293 -2.498  0.392
H4 1.830 -0.514 -0.442  0.241
H5 1.941 1.669 0.330  0.199
H6 -2.092 -1.285 -0.050  0.217
H7 -1.508 -2.159 1.389  0.222
H8 -1.536 -0.388 1.348  0.246
H9 -0.129 1.090 2.466  0.207
H10 0.518 2.671 2.000  0.222
H11 -0.809 1.944 1.078  0.241

The HOMO energy (alpha / beta) comes out at -6.45 / -6.86 eV. As for the molecular weight: 129.2 g/mol.

#b
Here is one molecule with the formula C6H11NO2 from the OMol25 dataset. Energies are from the ωB97M-V functional and the def2-TZVPD basis.

Last column: natural (NBO) charge in e.
CARTESIAN COORDINATES (ANGSTROEM)
C1 0.122 0.606 -1.197  0.322
C2 -2.037 -1.387 0.583  -0.410
C3 0.331 1.964 -1.713  -0.750
N1 -1.516 -0.329 -0.282  -0.603
C4 -0.159 0.355 0.256  0.298
C5 1.075 -0.557 0.609  0.250
C6 1.762 -0.289 1.724  -0.488
O1 1.418 -1.609 -0.197  -0.709
O2 -0.353 1.383 0.999  -0.829
H1 2.280 -1.967 0.057  0.486
H2 -2.164 0.454 -0.289  0.380
H3 0.486 -0.208 -1.822  0.208
H4 -3.050 -1.644 0.267  0.198
H5 -1.403 -2.273 0.513  0.205
H6 -2.109 -1.064 1.627  0.201
H7 0.127 1.989 -2.790  0.234
H8 -0.262 2.695 -1.157  0.275
H9 1.386 2.249 -1.600  0.298
H10 1.422 0.484 2.399  0.249
H11 2.643 -0.851 2.013  0.185

The HOMO energy (alpha / beta) comes out at -8.06 / -8.06 eV. As for the molecular weight: 129.2 g/mol.

Top of the stability list: #a, leading by 39.3 kcal/mol.

#a
Here is a 2-piece molecular cluster, C6H11NO2 overall from the OMol25 dataset. Energies are from the ωB97M-V functional and the def2-TZVPD basis.

Last column: natural (NBO) charge in e.
CARTESIAN COORDINATES (ANGSTROEM)
C1 -2.438 0.776 0.342  -0.609
C2 -1.023 1.311 0.493  -0.218
N1 -0.014 0.351 0.060  -0.537
C3 1.528 0.604 -0.098  0.755
O1 2.121 1.659 -0.081  -0.529
C4 1.812 -0.687 0.623  -0.357
C5 0.998 -1.859 0.089  -0.398
C6 0.319 -0.823 0.896  -0.048
H1 -3.159 1.541 0.659  0.217
H2 -2.653 0.512 -0.702  0.211
H3 -2.596 -0.117 0.962  0.203
H4 -0.886 2.215 -0.116  0.219
H5 -0.833 1.599 1.540  0.172
H6 2.628 -0.813 1.330  0.246
H7 1.215 -2.806 0.586  0.231
H8 0.792 -1.921 -0.981  0.214
H9 -0.130 -0.962 1.877  0.227
O2 1.002 0.135 -2.680  -0.951
H10 0.061 0.088 -2.073  0.493
H11 1.253 -0.804 -2.725  0.459

The HOMO energy comes out at -8.82 eV. As for the molecular weight: 129.2 g/mol. Its structure (SMILES) is CCN1C(=O)[C@@H]2C[C@@H]21.O.

#b
Here is one molecule with the formula C6H11NO2 from the OMol25 dataset. Energies are from the ωB97M-V functional and the def2-TZVPD basis.

Last column: natural (NBO) charge in e.
CARTESIAN COORDINATES (ANGSTROEM)
C1 -0.206 2.483 -0.618  -0.423
N1 0.309 1.277 0.004  -0.482
C2 0.732 1.430 1.424  0.522
O1 0.907 2.517 1.910  -0.540
C3 -0.564 0.163 0.104  -0.222
C4 0.047 -1.212 -0.147  0.189
C5 -0.714 -2.353 0.489  -0.627
C6 0.826 -1.434 -1.373  -0.110
O2 1.453 -1.313 -0.115  -0.489
H1 -0.147 2.381 -1.704  0.201
H2 -1.245 2.709 -0.355  0.177
H3 0.407 3.306 -0.247  0.235
H4 1.264 0.520 1.735  0.155
H5 -0.754 0.174 1.298  0.166
H6 -1.477 0.304 -0.478  0.222
H7 -0.184 -3.289 0.319  0.226
H8 -0.798 -2.205 1.564  0.215
H9 -1.711 -2.433 0.057  0.217
H10 0.861 -2.423 -1.814  0.181
H11 0.993 -0.603 -2.050  0.185

The HOMO energy comes out at -9.28 eV. As for the molecular weight: 129.2 g/mol. Its structure (SMILES) is CN(C=O)C[C@@]1(C)CO1.

Top of the stability list: #b, leading by 7.8 kcal/mol.

#a
Here is a 2-piece molecular cluster, C4H5NOS overall from the OMol25 dataset. Energies are from the ωB97M-V functional and the def2-TZVPD basis.

Last column: natural (NBO) charge in e.
CARTESIAN COORDINATES (ANGSTROEM)
C1 0.417 0.824 0.248  -0.002
C2 0.933 -0.225 0.767  -0.047
C3 -0.669 1.722 -0.043  -0.393
C4 1.866 -1.256 0.811  -0.420
N1 -0.622 -3.482 -1.189  -0.984
O1 -1.063 -1.036 -1.834  -0.872
S1 -0.120 -2.103 -1.601  1.467
H1 -1.387 1.968 0.698  0.216
H2 -0.340 2.474 -0.805  0.220
H3 2.370 -1.485 -0.130  0.222
H4 1.943 -1.832 1.682  0.215
H5 -1.570 -3.680 -1.089  0.377

The HOMO energy comes out at -8.70 eV. As for the molecular weight: 115.2 g/mol.

#b
Here is one molecule with the formula C4H5NOS from the OMol25 dataset. Energies are from the ωB97M-V functional and the def2-TZVPD basis.

Last column: natural (NBO) charge in e.
CARTESIAN COORDINATES (ANGSTROEM)
C1 1.148 -0.207 -0.627  -0.469
C2 -0.330 0.054 -1.046  -0.366
C3 1.529 -0.022 0.618  0.466
C4 -1.383 0.805 -0.288  -0.585
N1 1.991 0.287 1.691  -0.617
O1 -1.205 -1.541 1.107  -0.948
S1 -1.625 -1.001 -0.259  1.112
H1 1.627 -0.528 -1.515  0.260
H2 -0.415 0.072 -2.159  0.239
H3 -1.116 1.099 0.696  0.251
H4 -2.278 1.276 -0.778  0.248
H5 2.058 -0.293 2.561  0.410

The HOMO energy comes out at -8.50 eV. As for the molecular weight: 115.2 g/mol.

Top of the stability list: #b, leading by 42.1 kcal/mol.

#a
Here is one molecule with the formula C4H5NOS from the OMol25 dataset. Energies are from the ωB97M-V functional and the def2-TZVPD basis.

Last column: natural (NBO) charge in e.
CARTESIAN COORDINATES (ANGSTROEM)
C1 -0.793 -1.965 -0.042  -0.017
C2 -1.920 -1.278 0.088  -0.541
C3 0.016 0.275 0.092  -0.003
C4 0.966 1.388 -0.001  -0.708
N1 0.398 -1.343 -0.039  -0.383
O1 -2.429 1.296 0.590  -0.929
S1 -1.685 0.399 -0.275  1.372
H1 -0.789 -3.076 -0.241  0.217
H2 -2.929 -1.525 -0.078  0.235
H3 1.668 1.347 0.814  0.256
H4 0.234 2.276 0.129  0.244
H5 1.573 1.429 -0.954  0.257

The HOMO energy (alpha / beta) comes out at -8.99 / -8.95 eV. As for the molecular weight: 115.2 g/mol.

#b
Here is one molecule with the formula C4H5NOS from the OMol25 dataset. Energies are from the ωB97M-V functional and the def2-TZVPD basis.

Last column: natural (NBO) charge in e.
CARTESIAN COORDINATES (ANGSTROEM)
C1 -2.959 0.291 -0.158  -0.179
C2 -1.863 -0.095 0.146  -0.061
C3 -0.553 -0.566 0.394  -0.060
O1 -0.282 -1.745 -0.283  -0.688
C4 0.550 0.438 0.028  0.140
N1 0.121 1.662 -0.077  -0.745
S1 2.128 -0.028 -0.036  -0.194
H1 -3.908 0.759 -0.382  0.248
H2 -0.369 -0.662 1.515  0.214
H3 0.649 -1.970 -0.086  0.494
H4 0.809 2.414 -0.168  0.417
H5 -0.865 1.827 0.041  0.415

The HOMO energy comes out at -8.80 eV. As for the molecular weight: 115.2 g/mol. Its structure (SMILES) is C#C[C@@H](O)C(N)=S.

Top of the stability list: #b, leading by 57.2 kcal/mol.

#a
Here is one molecule with the formula C7H12N2O5 from the OMol25 dataset. Energies are from the ωB97M-V functional and the def2-TZVPD basis.

Last column: natural (NBO) charge in e.
CARTESIAN COORDINATES (ANGSTROEM)
C1 -3.391 -0.076 -0.921  -0.613
C2 -2.490 -0.631 0.173  -0.143
N1 -2.647 0.128 1.446  -0.865
C3 -1.019 -0.551 -0.260  0.690
O1 -0.603 -0.617 -1.428  -0.632
N2 -0.159 -0.320 0.795  -0.617
C4 1.219 0.142 0.560  -0.155
C5 2.127 -0.858 -0.038  -0.560
C6 3.533 -0.547 0.258  0.800
O2 3.926 0.119 1.175  -0.556
O3 4.440 -1.079 -0.634  -0.677
C7 1.168 1.520 -0.131  0.803
O4 0.145 2.182 -0.197  -0.589
O5 2.399 1.897 -0.681  -0.694
H1 -3.248 -0.644 -1.849  0.230
H2 -4.456 -0.235 -0.616  0.208
H3 -3.106 0.964 -1.097  0.216
H4 -2.755 -1.676 0.320  0.218
H5 -3.533 0.139 1.928  0.379
H6 -2.491 1.121 1.240  0.362
H7 -0.577 0.068 1.617  0.430
H8 1.604 0.400 1.523  0.258
H9 1.890 -1.004 -1.130  0.256
H10 1.745 -1.769 0.484  0.271
H11 4.020 -1.405 -1.406  0.481
H12 2.261 2.731 -1.133  0.499

The HOMO energy comes out at -9.79 eV. As for the molecular weight: 204.2 g/mol. Its structure (SMILES) is C[C@H](N)C(=O)N[C@@H](CC(=O)O)C(=O)O.

#b
Here is one molecule with the formula C7H12N2O5 from the OMol25 dataset. Energies are from the ωB97M-V functional and the def2-TZVPD basis.

Last column: natural (NBO) charge in e.
CARTESIAN COORDINATES (ANGSTROEM)
C1 3.019 -0.891 0.792  -0.631
C2 2.023 -0.719 -0.415  -0.132
N1 1.497 0.600 -0.787  -0.643
C3 0.650 1.540 -0.307  0.680
O1 0.709 2.676 -0.833  -0.631
C4 -0.643 1.115 0.465  -0.135
N2 -1.239 2.253 1.156  -0.829
C5 -1.539 0.427 -0.604  -0.550
C6 -2.477 -0.700 -0.104  0.833
O2 -2.234 -1.609 0.675  -0.619
O3 -3.682 -0.464 -0.672  -0.689
C7 0.689 -1.600 -0.401  0.791
O4 0.054 -2.151 -1.259  -0.600
O5 0.264 -1.627 0.860  -0.704
H1 4.029 -0.352 0.544  0.229
H2 2.654 -0.350 1.673  0.226
H3 3.086 -2.043 1.104  0.240
H4 2.587 -0.903 -1.351  0.226
H5 2.012 1.061 -1.654  0.423
H6 -0.167 0.438 1.175  0.231
H7 -1.256 3.006 0.472  0.368
H8 -2.162 2.246 1.448  0.364
H9 -2.144 1.322 -0.900  0.249
H10 -0.839 0.127 -1.391  0.267
H11 -4.390 -1.079 -0.523  0.503
H12 -0.497 -2.323 0.836  0.534

The HOMO energy comes out at -9.61 eV. As for the molecular weight: 204.2 g/mol. Its structure (SMILES) is C[C@H](NC(=O)[C@@H](N)CC(=O)O)C(=O)O.

Top of the stability list: #a, leading by 42.9 kcal/mol.